{
  "formula": "C24H52B3O15P3",
  "method": "ωB97M-V with the def2-TZVPD basis set",
  "de_lowest_kj_mol": 563.4,
  "gap_ev": 8.70,
  "molar_mass_da": 706.0,
  "max_force_ev_per_a": 8.55,
  "lumo_energy_ev": -0.96,
  "symbols": ["B", "O", "B", "O", "B", "C", "C", "C", "C", "C", "C", "O", "H", "H", "H", "H", "H", "H", "H", "O", "P", "O", "C", "C", "O", "C", "C", "O", "C", "C", "H", "H", "H", "H", "H", "H", "H", "H", "H", "H", "H", "H", "H", "H", "H", "O", "P", "O", "C", "C", "O", "C", "C", "O", "C", "C", "H", "H", "H", "H", "H", "H", "H", "H", "H", "H", "H", "H", "H", "H", "H", "O", "P", "O", "C", "C", "O", "C", "C", "O", "C", "C", "H", "H", "H", "H", "H", "H", "H", "H", "H", "H", "H", "H", "H", "H", "H"],
  "positions_angstrom": [[-2.1727, -0.5545, 1.0253], [-1.1128, 0.1216, 0.3775], [-1.4288, 1.4553, 0.0403], [-2.4595, 2.2235, 0.6453], [-3.4583, 1.2791, 0.9875], [-4.9530, 1.2626, 0.4601], [-5.9635, 0.6186, 1.3138], [-7.3338, 0.5754, 0.7956], [-7.6270, 1.1643, -0.5087], [-6.6323, 1.7981, -1.3542], [-5.2367, 1.8487, -0.8376], [-3.0470, 0.2114, 1.8555], [-2.4320, -1.7015, 0.9052], [-0.7765, 2.0257, -0.7766], [-5.6872, 0.1763, 2.3012], [-8.0857, 0.0607, 1.4321], [-8.6650, 1.1004, -0.9052], [-6.8392, 2.2210, -2.3642], [-4.3773, 2.2934, -1.3968], [5.5766, 4.7193, 0.3461], [4.0760, 4.7021, 0.1757], [3.9946, 4.0315, -1.3310], [4.3515, 2.6666, -1.4876], [3.3538, 1.7403, -0.8210], [3.8842, 6.2886, -0.2348], [4.9261, 7.2273, 0.0271], [5.9187, 7.3018, -1.1212], [2.3858, 4.6364, 0.2746], [1.7926, 3.9972, 1.4060], [2.4424, 4.3553, 2.7274], [5.3595, 2.4918, -1.1000], [4.3715, 2.4643, -2.5608], [3.4350, 1.8095, 0.2694], [3.5247, 0.7011, -1.1027], [2.3299, 2.0128, -1.0927], [5.4210, 6.9950, 0.9707], [4.4564, 8.2058, 0.1590], [6.1878, 6.3187, -1.5072], [6.8317, 7.8126, -0.8073], [5.4877, 7.8522, -1.9599], [1.8050, 2.9137, 1.2591], [0.7427, 4.2988, 1.4298], [3.5127, 4.1159, 2.7306], [1.9732, 3.8002, 3.5415], [2.3437, 5.4235, 2.9303], [-5.7926, -4.7821, -4.8811], [-6.2117, -3.8233, -3.7922], [-7.1070, -4.8573, -2.8673], [-6.4408, -5.8867, -2.1511], [-5.5830, -5.3376, -1.0279], [-7.4364, -3.0819, -4.6130], [-7.5239, -3.2029, -6.0320], [-8.3170, -4.4317, -6.4446], [-6.4220, -2.6214, -2.6161], [-5.2681, -1.9647, -2.0894], [-4.2468, -1.5778, -3.1404], [-5.8387, -6.4936, -2.8333], [-7.2155, -6.5323, -1.7317], [-4.7039, -4.8235, -1.4313], [-5.2318, -6.1335, -0.3710], [-6.1430, -4.6120, -0.4312], [-6.5284, -3.1998, -6.4775], [-8.0300, -2.3079, -6.4039], [-8.0559, -5.3146, -5.8615], [-8.1572, -4.6550, -7.5018], [-9.3843, -4.2650, -6.2858], [-4.8055, -2.5973, -1.3268], [-5.6096, -1.0543, -1.5898], [-3.9041, -2.4481, -3.7131], [-3.3735, -1.1227, -2.6688], [-4.6723, -0.8647, -3.8494], [4.9034, -0.0311, 3.5934], [5.5666, -1.3693, 3.3656], [5.8543, -1.2426, 1.7461], [6.8324, -0.3172, 1.2929], [8.2363, -0.7291, 1.6889], [4.1953, -2.2858, 3.3135], [2.9667, -1.7656, 3.8185], [2.2015, -0.9952, 2.7543], [6.4138, -2.8374, 3.3821], [7.4817, -3.0044, 4.3157], [7.1651, -2.4982, 5.7086], [6.6049, 0.6854, 1.6661], [6.7592, -0.2882, 0.2034], [8.3832, -0.6067, 2.7675], [8.9861, -0.1240, 1.1793], [8.4137, -1.7816, 1.4504], [3.1459, -1.1554, 4.7045], [2.3643, -2.6164, 4.1479], [2.8446, -0.3379, 2.1685], [1.4120, -0.3923, 3.2094], [1.7411, -1.6848, 2.0438], [8.3816, -2.5172, 3.9313], [7.6996, -4.0737, 4.3622], [6.8898, -1.4366, 5.7010], [8.0340, -2.6136, 6.3588], [6.3293, -3.0515, 6.1410]],
  "forces_ev_per_a": [[0.0827, 1.1207, 1.3749], [-2.1087, 0.4365, -0.1699], [0.6805, 0.8068, 0.6828], [-0.1933, -2.5028, -1.1093], [-0.3503, 0.2521, 1.5180], [-0.5114, 0.1421, 0.0600], [-1.1801, 0.9384, -2.7167], [2.3409, 0.6842, -0.4000], [0.9533, -0.0183, 0.0877], [1.8843, -0.8035, 2.1981], [-2.3141, -0.9691, 0.9712], [0.4301, -0.0683, -2.5186], [0.4671, -0.2000, -0.0862], [0.1026, -0.1886, 0.0676], [-0.2679, 0.4631, -1.0946], [0.3546, 0.6060, -0.8685], [0.8908, 0.0412, 0.4513], [-0.1086, -0.4848, 1.0793], [-1.0823, -0.3190, 0.4076], [-1.2869, -2.1128, 3.2130], [0.2132, 4.3743, -7.3075], [-0.0442, -0.3999, 0.6271], [0.0339, -0.2562, -0.2332], [-0.1655, 0.0372, 0.1770], [-0.3960, -0.3137, 0.9748], [0.3283, 0.1311, -0.1329], [-0.0118, 0.0939, -0.2488], [1.6807, -1.3411, 2.7814], [-0.5625, -0.2708, 0.2931], [0.0172, 0.2397, -0.0542], [0.0207, 0.0392, 0.0095], [0.0004, 0.1894, 0.0323], [0.0291, -0.1011, 0.0143], [0.0644, -0.0074, 0.0391], [0.1170, -0.0235, -0.0558], [0.0547, -0.1107, -0.1179], [-0.1962, -0.1537, -0.0603], [0.0078, -0.0658, 0.2642], [-0.0460, 0.0086, -0.0137], [0.0022, 0.0459, 0.0451], [0.0135, -0.0241, 0.0035], [0.0764, 0.0771, -0.1815], [-0.0021, -0.1184, 0.0109], [0.0600, 0.0077, -0.0309], [-0.0044, -0.0348, -0.0073], [3.5352, 1.4246, 1.4175], [-8.3418, -1.5257, -1.0668], [0.7380, 0.1353, 0.1689], [-0.0547, -0.2743, 0.1643], [0.0693, 0.2434, 0.0372], [0.8929, 0.6028, 0.2120], [-0.1175, -0.2345, -0.2817], [-0.2570, -0.0651, 0.0143], [3.3354, -0.4669, -1.0082], [0.2947, 0.4736, 0.4576], [-0.1709, 0.0420, -0.1652], [-0.0180, 0.0091, -0.0418], [-0.0658, 0.1115, -0.1297], [0.0537, -0.0487, 0.0362], [0.0283, -0.0336, -0.0496], [-0.0088, -0.1209, -0.0493], [-0.0275, -0.1532, 0.0696], [-0.0044, 0.0294, 0.2546], [0.2537, 0.0914, -0.0360], [-0.0243, 0.0293, 0.0310], [0.0130, 0.0441, -0.0449], [0.0000, -0.0054, 0.0244], [-0.2183, -0.1393, 0.0082], [0.0740, -0.0414, 0.0587], [-0.0126, -0.0397, -0.0355], [0.0155, -0.0123, 0.0310], [3.0933, 0.0367, 2.6115], [-5.4623, -2.2990, -6.1629], [0.5308, 0.1680, 0.5135], [0.1138, 0.1865, -0.2811], [0.0637, -0.1865, 0.1770], [0.6340, -0.1321, 0.8726], [-0.2780, 0.2233, -0.0909], [-0.1343, -0.0720, -0.2155], [0.9921, 2.3064, 2.4712], [0.5256, -0.3325, 0.1992], [-0.2163, -0.1080, 0.0043], [-0.0348, 0.0056, 0.0022], [-0.1495, -0.0799, 0.0742], [0.0596, 0.0592, -0.0074], [-0.0304, 0.0598, 0.0240], [-0.0452, 0.1123, -0.0582], [0.0420, 0.0903, -0.1367], [0.2053, -0.1068, -0.1038], [0.1157, 0.0501, 0.2300], [0.0026, -0.0440, -0.0080], [-0.0311, -0.0063, 0.0436], [0.0089, 0.0170, -0.0145], [-0.1372, 0.0294, -0.1451], [0.0887, 0.0477, -0.0208], [-0.0454, 0.0357, -0.0210], [0.0323, 0.0170, -0.0101]],
  "mulliken_charge": [0.7247, -0.6665, 0.7103, -0.3977, 0.4940, 0.2751, -0.3831, -0.5058, -0.3788, -0.5507, -0.3429, -0.5081, -0.1175, -0.1741, 0.3705, 0.3469, 0.3350, 0.3660, 0.3411, -0.7548, 1.1234, -0.3717, -0.4608, -0.6143, -0.3701, -0.3292, -1.0244, -0.3189, 0.1553, -1.2542, 0.2586, 0.3500, -0.1247, 0.4931, 0.2705, 0.3102, 0.3618, 0.2826, 0.3248, 0.2945, 0.0121, 0.3126, 0.3800, 0.3881, 0.3224, -0.7449, 1.1123, -0.3712, -0.3267, -0.9518, -0.3437, -0.3365, -1.0162, -0.3167, 0.7867, -1.2324, 0.2696, 0.3350, 0.2078, 0.4552, 0.2240, 0.3097, 0.3557, 0.2834, 0.3291, 0.2872, 0.1071, -0.4484, 0.4857, 0.2790, 0.3197, -0.7254, 1.0648, -0.3836, -0.2026, -1.1355, -0.3328, -0.5538, -0.5326, -0.2942, -0.1938, -1.1232, 0.2546, 0.3180, 0.2237, 0.4532, 0.2751, 0.3149, 0.3853, -0.0046, 0.3022, 0.2841, 0.2202, 0.3230, 0.3660, 0.3864, 0.2967]
}

{
  "formula": "C15H28N7O3S2SbV",
  "method": "ωB97M-V with the def2-TZVPD basis set",
  "total_charge": 3,
  "de_lowest_kj_mol": 8.8,
  "gap_ev": [6.96, 7.29],
  "multiplicity": 3,
  "s2": 2.0315,
  "molar_mass_da": 591.3,
  "max_force_ev_per_a": 0.53,
  "lumo_energy_ev": [-9.87, -9.55],
  "symbols": ["V", "N", "N", "C", "N", "N", "N", "O", "O", "H", "H", "H", "H", "H", "O", "S", "C", "C", "C", "C", "H", "H", "H", "H", "H", "H", "H", "H", "N", "C", "N", "C", "C", "C", "C", "C", "C", "S", "H", "H", "H", "H", "H", "H", "C", "Sb", "C", "C", "H", "H", "H", "H", "H", "H", "H", "H", "H"],
  "positions_angstrom": [[-0.3634, -0.0326, 0.7421], [1.9864, 0.3330, 0.4065], [2.2445, 1.3782, -0.5048], [1.2064, 2.1412, -0.8617], [1.3525, 3.2479, -1.5431], [0.0335, 1.6177, -0.4143], [-1.0738, 2.3921, -0.2696], [-1.8691, 1.7975, 0.4925], [-1.2512, 3.4459, -0.7884], [2.4088, 0.5501, 1.3111], [2.4410, -0.5054, 0.0506], [3.1999, 1.6227, -0.7346], [2.2660, 3.6141, -1.7770], [0.5412, 3.7792, -1.8340], [-2.0486, -0.9051, 0.8947], [-3.4251, -1.6130, 1.1220], [-4.1717, -0.7907, 2.5472], [-4.9711, 0.3884, 2.0058], [-5.6398, -0.1321, 0.7381], [-4.5399, -0.8152, -0.0767], [-3.3646, -0.5668, 3.2445], [-4.8155, -1.5535, 2.9935], [-4.3118, 1.2274, 1.7725], [-5.6952, 0.7253, 2.7461], [-6.0951, 0.6606, 0.1465], [-6.4259, -0.8470, 0.9848], [-3.9031, -0.0969, -0.5956], [-4.8855, -1.5727, -0.7774], [-1.6232, 1.7603, 3.3359], [-0.5583, 1.0008, 3.6201], [0.0926, 0.2318, 2.7393], [1.1283, -0.4847, 3.4122], [2.0033, -1.4252, 2.8716], [2.9533, -2.0234, 3.6864], [3.0441, -1.7041, 5.0376], [2.1737, -0.7861, 5.5955], [1.2280, -0.1940, 4.7702], [0.0179, 0.9635, 5.2397], [-1.8982, 1.9523, 2.3847], [-1.9972, 2.3678, 4.0490], [1.9384, -1.7261, 1.8360], [3.6283, -2.7575, 3.2668], [3.7907, -2.1812, 5.6568], [2.2275, -0.5384, 6.6472], [2.1863, -3.1536, -0.7376], [0.2193, -2.6685, -0.0979], [-0.1980, -4.0922, 1.4069], [-0.9873, -3.2833, -1.7235], [2.2002, -4.2043, -1.0249], [2.9138, -3.0126, 0.0611], [2.4543, -2.5554, -1.6079], [0.0306, -5.0799, 1.0101], [-1.2537, -4.0419, 1.6659], [0.4093, -3.8929, 2.2868], [-0.7842, -4.3344, -1.9214], [-0.7518, -2.6930, -2.6062], [-2.0386, -3.1634, -1.4695]],
  "forces_ev_per_a": [[0.0541, -0.4315, 0.3049], [0.0907, -0.0890, 0.0343], [-0.0016, 0.0105, 0.0113], [0.0167, 0.0334, 0.1088], [-0.0715, 0.0383, -0.0429], [0.0082, 0.2376, -0.3300], [-0.0532, -0.0618, 0.0083], [-0.0813, 0.1160, -0.0529], [-0.0140, 0.0025, -0.0216], [0.0308, 0.0094, -0.0055], [-0.0046, -0.0058, 0.0218], [-0.0198, -0.0290, 0.0017], [-0.0009, -0.0213, -0.0073], [0.0382, -0.0077, 0.0068], [-0.1039, 0.1569, -0.0252], [0.0866, 0.0058, 0.0227], [0.0115, -0.0118, -0.0071], [-0.0057, -0.0079, 0.0173], [-0.0030, -0.0135, -0.0285], [-0.0197, 0.0058, 0.0032], [-0.0167, 0.0068, 0.0155], [-0.0080, 0.0079, 0.0039], [-0.0019, -0.0016, 0.0016], [-0.0047, 0.0055, -0.0071], [-0.0009, 0.0033, 0.0054], [-0.0039, 0.0067, 0.0061], [0.0032, -0.0037, -0.0068], [-0.0172, 0.0050, 0.0010], [0.0093, 0.0102, -0.0331], [-0.1167, 0.0521, -0.0710], [0.1011, -0.1245, 0.1153], [-0.0492, 0.0140, -0.0571], [-0.0132, 0.0324, 0.0201], [-0.0160, -0.0024, -0.0325], [0.0206, -0.0088, 0.0206], [-0.0225, 0.0183, -0.0146], [0.0597, -0.0263, 0.0352], [0.0074, 0.0014, 0.0146], [0.0133, -0.0101, 0.0656], [0.0065, 0.0015, -0.0015], [0.0139, -0.0013, -0.0169], [0.0017, 0.0021, -0.0018], [0.0015, -0.0002, -0.0010], [-0.0028, -0.0005, 0.0031], [-0.0514, -0.0107, -0.0114], [0.1039, 0.0703, -0.0861], [-0.0216, 0.0423, -0.0119], [0.0133, 0.0295, 0.0148], [-0.0016, -0.0003, -0.0054], [0.0113, 0.0146, 0.0013], [0.0312, -0.0097, 0.0021], [0.0044, -0.0060, 0.0120], [0.0015, -0.0171, 0.0176], [-0.0040, -0.0170, 0.0096], [0.0062, 0.0000, -0.0044], [-0.0152, -0.0155, -0.0139], [-0.0001, -0.0050, -0.0089]],
  "mulliken_spin": [2.0719, -0.0060, 0.0027, 0.0026, 0.0014, 0.0033, -0.0268, 0.0153, 0.0144, 0.0050, 0.0021, -0.0007, -0.0002, -0.0002, 0.0356, -0.0011, 0.0035, -0.0006, 0.0007, 0.0002, 0.0011, -0.0001, -0.0001, 0.0003, 0.0000, -0.0001, -0.0010, -0.0002, 0.0092, 0.0148, -0.0786, 0.0233, -0.0159, 0.0000, 0.0022, -0.0003, 0.0059, 0.0013, 0.0007, -0.0004, 0.0179, 0.0002, 0.0002, -0.0001, -0.0070, -0.0831, -0.0005, -0.0053, -0.0035, 0.0009, -0.0001, -0.0026, 0.0001, 0.0002, -0.0032, 0.0000, 0.0004]
}

{
  "formula": "C5H8N5O",
  "method": "ωB97M-V with the def2-TZVPD basis set",
  "total_charge": 1,
  "de_lowest_kj_mol": 0.0,
  "gap_ev": [6.68, 7.34],
  "multiplicity": 3,
  "s2": 2.0091,
  "molar_mass_da": 154.2,
  "max_force_ev_per_a": 7.33,
  "lumo_energy_ev": [-2.64, -6.94],
  "symbols": ["C", "C", "C", "C", "C", "N", "N", "N", "N", "N", "O", "H", "H", "H", "H", "H", "H", "H", "H"],
  "positions_angstrom": [[3.0901, -0.4079, 0.2572], [1.0613, -0.7628, -0.4936], [1.2067, 0.5331, -0.0323], [-0.9031, 1.8333, -0.0591], [-1.7557, -0.4212, 0.4535], [2.4796, 0.7271, 0.4109], [2.2713, -1.3395, -0.2955], [0.3847, 1.6475, 0.0124], [-1.8610, 0.9003, -0.1075], [-2.7299, -1.2439, 0.0421], [-0.8699, -0.6905, 1.2141], [4.1097, -0.5905, 0.5268], [-1.2363, 2.8643, -0.1142], [2.5135, -2.2935, -0.5175], [0.9730, 2.4658, 0.1783], [-2.7938, 1.2322, -0.3217], [-2.7530, -2.1719, 0.4327], [-3.4433, -0.9955, -0.6233], [0.2562, -1.2864, -0.9632]],
  "forces_ev_per_a": [[-0.1637, 0.6420, 0.0916], [-0.0319, -2.4895, -1.1082], [-0.9512, 4.6332, 0.9814], [-4.1365, 2.8407, -0.2501], [-1.2279, 2.1965, -0.7670], [0.3161, 0.4917, 0.1469], [-0.4643, -0.8958, -0.3027], [6.7669, -2.8022, 0.2267], [-1.0969, -2.6202, 0.0102], [-0.3182, -0.6607, -0.1028], [1.0877, -0.7058, 0.8462], [0.3063, -0.1711, 0.0516], [0.1675, -0.2658, -0.0096], [-0.0450, 0.0070, 0.0344], [-0.4129, -0.2404, 0.2059], [0.2706, -0.0875, -0.0859], [-0.0527, 0.0681, 0.0585], [0.1455, 0.0875, 0.0602], [-0.1594, -0.0277, -0.0875]],
  "mulliken_spin": [0.1996, 0.4668, 0.3178, 0.6239, 0.0205, -0.0390, 0.0193, 0.1877, 0.1239, 0.0386, 0.0453, 0.0101, 0.0157, -0.0063, -0.0159, -0.0157, -0.0009, -0.0005, 0.0091]
}

{
  "formula": "C7H10N2O",
  "method": "ωB97M-V with the def2-TZVPD basis set",
  "de_lowest_kj_mol": 434.2,
  "gap_ev": 9.67,
  "molar_mass_da": 138.2,
  "max_force_ev_per_a": 4.17,
  "lumo_energy_ev": 0.91,
  "symbols": ["C", "C", "C", "C", "C", "C", "C", "N", "N", "O", "H", "H", "H", "H", "H", "H", "H", "H", "H", "H"],
  "positions_angstrom": [[-0.7979, -0.0864, -3.0554], [0.3868, -0.3594, -3.6351], [-0.5576, -0.0267, -1.6684], [-0.5532, 2.2850, 2.1926], [-0.0039, 1.0938, 2.2219], [0.2849, -1.3309, 2.6744], [0.5594, -0.0621, 1.9161], [1.2416, -0.5801, -2.5542], [0.6723, -0.3790, -1.3531], [-1.5017, 0.3881, -0.7938], [-1.7745, 0.2926, -3.5776], [0.7302, -0.7982, -4.6315], [-0.2632, 2.9809, 2.9887], [-1.3420, 2.5181, 1.4162], [0.1063, -2.1573, 1.9696], [1.2019, -1.3724, 3.2675], [-0.7624, -1.3444, 3.1391], [1.6519, 0.0299, 1.7381], [-1.3356, 0.0107, 0.0997], [2.0565, -1.1023, -2.3548]],
  "forces_ev_per_a": [[-3.2819, 2.2124, -1.3103], [2.7352, -2.9043, -0.1913], [-0.2529, 0.0187, 0.3475], [-0.4912, -0.3391, -0.0708], [-0.2399, 0.0231, -1.5817], [-2.1801, -0.1262, -0.8816], [0.8846, 1.1621, 2.0760], [-0.3741, 0.3045, -0.0138], [-1.4141, 0.6571, -0.1552], [-0.0204, -0.5226, 0.8360], [2.1344, -1.0549, 1.1548], [-0.7690, 1.3155, 1.4327], [-0.5747, -0.0455, -0.3767], [1.2272, -0.0089, 0.9529], [1.0590, -0.0873, 0.1409], [-0.7516, -1.0996, 0.5905], [1.8345, 0.4806, 0.3314], [-0.8395, 0.0110, -1.1470], [0.2136, 0.4471, -0.7636], [1.1010, -0.4439, -1.3707]],
  "mulliken_charge": [-0.5237, -0.3135, 0.6594, -0.8054, 0.2257, -0.9254, -0.0746, -0.0063, -0.4495, -0.5263, 0.2598, 0.3235, 0.2498, 0.2524, 0.2698, 0.2995, 0.3004, 0.2168, 0.3167, 0.2509]
}